{"formula": "C19H68N8O15", "method": "the ωB97M-V functional and the def2-TZVPD basis", "species": ["C", "H", "H", "C", "H", "H", "H", "H", "O", "H", "H", "H", "H", "H", "H", "H", "H", "H", "O", "H", "H", "O", "H", "O", "H", "H", "O", "N", "C", "H", "H", "C", "H", "C", "H", "H", "N", "H", "N", "H", "H", "H", "N", "H", "C", "O", "H", "H", "H", "H", "H", "H", "N", "H", "C", "O", "H", "H", "H", "C", "H", "O", "H", "H", "O", "C", "O", "N", "C", "O", "H", "C", "C", "H", "H", "H", "C", "H", "H", "H", "H", "H", "C", "H", "C", "N", "H", "O", "H", "H", "H", "H", "H", "C", "H", "O", "H", "H", "H", "C", "H", "C", "H", "N", "H", "O", "C", "H", "H", "O"], "positions_angstrom": [[0.43, -1.68, 4.58], [0.33, 0.12, -1.03], [4.43, -1.31, 0.99], [1.32, 1.67, 3.54], [3.02, -3.55, -1.20], [3.63, -3.46, 2.17], [1.23, -2.25, -3.15], [3.20, -2.60, 3.66], [2.45, -1.20, 1.39], [-3.67, 2.78, -2.17], [0.26, 1.56, -2.97], [-2.85, 1.48, -1.39], [0.71, -2.41, 5.29], [-1.57, -2.67, 0.68], [-0.63, -2.95, 3.42], [-3.91, -3.35, -1.89], [-3.81, -4.66, -0.11], [-1.36, -1.15, 2.48], [-0.42, -1.15, 2.48], [-0.30, 2.78, 0.69], [-1.39, -4.36, 0.63], [-3.37, -1.47, -3.84], [4.56, 0.13, -3.08], [-3.15, -3.25, -1.32], [4.81, -2.87, 3.22], [1.27, -0.96, 4.43], [-1.60, -0.48, -0.83], [1.16, 1.01, 2.46], [-0.30, -0.50, -0.42], [-4.08, -3.06, 0.59], [-4.66, -0.20, -0.38], [0.50, -1.66, -5.03], [-0.20, 0.25, 0.38], [-2.15, -3.58, 0.90], [1.38, -4.15, -1.51], [1.83, 5.32, 1.90], [3.68, 3.14, 1.20], [-5.10, 0.02, 3.14], [0.28, 3.27, 0.02], [2.54, 3.04, 4.44], [-0.26, -1.59, -3.05], [-2.28, 3.20, -1.03], [2.28, 2.57, 3.59], [0.48, 0.21, 2.46], [-3.20, -0.45, -4.74], [-1.52, 1.93, 1.37], [0.20, 2.47, -4.42], [1.77, 1.15, 1.60], [4.56, -0.06, -1.46], [-0.47, -1.55, -5.48], [-0.80, 4.07, -3.50], [2.88, 3.69, 1.07], [1.40, 4.44, 1.55], [0.05, -3.28, -3.67], [0.86, 4.39, 0.41], [-3.03, -0.83, 2.49], [1.10, -2.44, -5.43], [-1.29, 1.90, -3.71], [-1.04, 3.60, 2.56], [3.77, -1.31, 1.83], [-1.79, -1.23, -1.37], [4.99, 1.27, 0.63], [-5.90, 0.78, 1.78], [-2.93, -0.46, -0.06], [1.00, -0.31, -4.84], [0.07, -2.20, 3.26], [0.98, 5.54, -0.40], [-3.87, -0.23, 0.38], [0.33, -2.22, -3.66], [-0.31, 3.60, -2.86], [0.00, 3.37, -0.93], [-0.33, 2.34, -3.52], [-3.45, -3.65, 0.03], [4.54, 3.71, 1.43], [-2.24, -0.53, -5.27], [1.67, 2.13, 0.17], [3.74, 1.98, 0.59], [2.71, 0.94, -0.66], [0.97, -2.71, 2.80], [0.16, -1.40, -0.02], [4.13, -0.43, 2.32], [-4.10, 1.71, 0.09], [-4.00, -0.37, 1.62], [2.07, 0.10, -3.03], [3.84, -2.59, 2.73], [2.57, 1.58, 0.16], [2.80, 2.73, 2.66], [1.93, -3.66, 0.55], [-2.42, -3.51, 1.93], [-1.72, 2.31, 3.33], [1.68, -2.47, -1.02], [-0.38, -1.10, 5.05], [-3.19, 0.52, -4.26], [3.90, -0.31, -2.32], [1.24, 3.71, 2.24], [2.57, 0.21, -2.22], [1.98, -0.83, 2.12], [-2.90, 3.20, 2.35], [-2.15, 1.20, 1.42], [-1.87, 2.89, 2.42], [-4.06, -0.42, -5.40], [1.96, -3.49, -0.89], [0.67, 0.16, -5.62], [-5.12, 0.08, 2.12], [3.88, -1.39, -2.58], [-4.07, 2.66, -0.16], [-3.18, 2.57, -1.25], [2.25, -2.79, 0.86], [-2.88, -2.29, -4.01], [0.37, 1.49, 4.54]], "multiplicity": 1, "relative_energy_kcal_mol": 100.99}